ORCA calculation (ωB97M-V/def2-TZVPD) on C44H53FN12S3SeTi as an isolated structure in a non-equilibrium geometry.

Geometry as XYZ:
```
115
Properties=species:S:1:pos:R:3:lowdin_charge:R:1
Ti 0.27 0.86 0.88 1.098
C -4.87 2.88 -0.80 -0.346
S -4.23 2.06 -2.27 0.877
C -2.59 1.76 -1.80 -1.068
S -1.79 0.68 -2.98 0.554
N -2.05 2.25 -0.77 -0.059
N -0.73 1.94 -0.45 -0.269
C -0.06 2.95 0.22 -0.169
C 1.35 2.88 0.16 -0.311
C 2.27 3.94 0.37 0.000
C 3.59 3.72 0.11 -0.026
C 4.02 2.45 -0.35 -0.034
C 3.12 1.44 -0.44 -0.107
N 1.80 1.62 -0.15 -0.051
H -5.79 3.37 -1.10 0.046
H -4.15 3.62 -0.46 0.039
H -5.07 2.15 -0.02 0.040
H -0.59 3.87 0.44 0.140
H 1.91 4.90 0.69 0.133
H 4.31 4.51 0.23 0.125
H 5.05 2.28 -0.63 0.120
H 3.40 0.44 -0.74 0.117
C -0.15 -3.49 1.49 -0.055
C 0.20 -3.42 2.98 -0.330
C -1.11 -3.58 3.77 -0.055
C 1.05 -2.26 3.55 -0.114
C 1.43 -2.48 4.87 -0.038
C 2.16 -1.58 5.61 -0.038
C 2.60 -0.42 5.01 -0.032
C 2.32 -0.16 3.68 -0.158
C 3.00 1.03 3.03 -0.367
C 2.46 2.38 3.55 -0.037
C 4.52 0.96 3.24 -0.042
C 1.50 -1.06 2.94 -0.174
N 1.13 -0.71 1.59 -0.068
C 1.78 -1.35 0.56 -0.292
C 3.01 -2.01 0.62 0.004
C 3.60 -2.51 -0.53 -0.062
C 2.98 -2.39 -1.77 -0.075
C 1.73 -1.80 -1.85 -0.018
C 1.18 -1.31 -0.70 -0.242
F -0.09 -0.73 -0.68 -0.067
H -0.80 -4.35 1.34 0.091
H 0.73 -3.63 0.87 0.076
H -0.70 -2.60 1.15 0.053
H 0.80 -4.31 3.19 0.140
H -1.87 -2.86 3.45 0.062
H -0.97 -3.46 4.84 0.074
H -1.51 -4.58 3.61 0.091
H 1.13 -3.42 5.34 0.123
H 2.40 -1.79 6.65 0.118
H 3.21 0.28 5.58 0.121
H 2.83 0.98 1.96 0.081
H 2.33 2.35 4.63 0.093
H 1.50 2.64 3.09 0.050
H 3.16 3.18 3.32 0.084
H 4.79 1.12 4.28 0.085
H 5.01 1.74 2.65 0.077
H 4.91 -0.01 2.93 0.087
H 3.49 -2.13 1.59 0.130
H 4.56 -3.01 -0.46 0.118
H 3.47 -2.77 -2.66 0.110
H 1.18 -1.74 -2.78 0.118
C -1.77 -0.42 2.54 -0.188
N -2.88 -0.60 3.45 -0.072
C -2.43 -0.23 4.80 -0.131
N -2.00 1.17 4.84 -0.071
C -0.90 1.36 3.92 -0.141
N -1.27 1.01 2.49 -0.127
C -2.48 1.86 2.16 -0.167
N -3.57 1.67 3.09 -0.073
C -3.99 0.27 3.06 -0.135
C -3.13 2.01 4.44 -0.142
H -2.09 -0.71 1.53 0.063
H -0.96 -1.05 2.87 0.082
H -1.60 -0.88 5.10 0.128
H -3.26 -0.37 5.50 0.138
H -0.06 0.75 4.23 0.119
H -0.61 2.42 3.94 0.128
H -2.82 1.58 1.17 0.091
H -2.17 2.90 2.17 0.130
H -4.32 0.00 2.06 0.113
H -4.82 0.13 3.76 0.137
H -3.95 1.85 5.14 0.135
H -2.83 3.06 4.48 0.134
C 2.95 1.47 -4.92 0.015
N 1.63 1.25 -5.52 -0.052
C 0.46 1.36 -4.90 -0.540
Se 0.24 1.61 -3.00 0.913
N -0.51 1.13 -5.79 0.126
C 0.04 0.83 -7.03 -0.157
C -0.53 0.48 -8.24 0.013
C 0.34 0.17 -9.27 -0.048
C 1.73 0.22 -9.09 -0.048
C 2.30 0.61 -7.89 0.013
C 1.42 0.91 -6.86 -0.144
H 2.84 1.59 -3.85 0.054
H 3.40 2.37 -5.34 0.114
H 3.59 0.62 -5.14 0.108
H -1.49 1.18 -5.55 0.127
H -1.60 0.45 -8.38 0.125
H -0.05 -0.13 -10.23 0.120
H 2.38 -0.05 -9.92 0.120
H 3.37 0.67 -7.77 0.122
S -3.42 -1.26 -0.74 0.655
C -3.80 -2.28 -2.01 -0.832
N -2.86 -3.18 -2.46 0.067
C -3.08 -4.04 -3.48 -0.058
C -4.29 -4.04 -4.10 -0.035
C -5.24 -3.11 -3.61 -0.088
N -5.01 -2.27 -2.63 0.080
H -1.98 -3.18 -1.96 0.131
H -2.28 -4.70 -3.75 0.136
H -4.51 -4.71 -4.91 0.113
H -6.23 -3.07 -4.05 0.124
```

The calculation puts the total energy at -6910.40699 a.u. As for the HOMO energy (alpha / beta): -0.4410 / -0.4405 Ha. The max |F| is 1.21 eV/Å. Its energy relative to the best compared isomer or geometry (same formula, charge and spin) is 1.481 eV. The charge is +2. Its gap between HOMO and LUMO (alpha / beta) is 6.71 / 6.73 eV.



ORCA calculation (ωB97M-V/def2-TZVPD) on C44H53N8O6PSSi as an isolated structure in a non-equilibrium geometry.

Geometry as XYZ:
```
114
Properties=species:S:1:pos:R:3:lowdin_charge:R:1
C 0.96 -3.71 -3.71 -0.154
Si 1.98 -2.49 -4.70 0.399
C 2.94 -3.44 -6.00 -0.167
C 3.12 -1.57 -3.55 -0.170
O 1.00 -1.43 -5.63 -0.401
S -0.09 -0.49 -4.91 0.882
O -0.10 0.74 -5.72 -0.394
O -1.47 -1.28 -5.39 -0.357
C -2.45 -1.27 -4.34 -0.267
P -2.90 -2.99 -3.83 0.509
O -2.40 -3.33 -2.46 -0.286
O -4.52 -3.08 -3.96 -0.131
O -2.32 -3.96 -5.00 -0.138
H -0.02 -3.92 -4.17 0.006
H 1.53 -4.66 -3.72 0.047
H 0.84 -3.42 -2.65 0.047
H 3.32 -2.72 -6.75 0.042
H 3.79 -4.00 -5.56 0.040
H 2.24 -4.11 -6.53 0.039
H 3.88 -2.27 -3.13 0.048
H 2.53 -1.17 -2.70 0.030
H 3.61 -0.71 -4.03 0.042
H -3.36 -0.78 -4.74 0.110
H -2.06 -0.73 -3.46 0.086
H -4.89 -2.45 -4.59 0.078
H -1.99 -4.77 -4.57 0.085
N -3.20 0.62 1.45 0.040
C -4.47 0.47 1.04 -0.142
C -4.85 -0.36 0.00 -0.059
C -3.86 -1.07 -0.67 -0.069
C -2.54 -0.93 -0.26 -0.059
C -2.27 -0.07 0.80 -0.160
H -5.21 1.05 1.58 0.090
H -5.89 -0.43 -0.28 0.091
H -4.10 -1.73 -1.49 0.078
H -1.75 -1.47 -0.75 0.093
H -1.25 0.06 1.16 0.098
N -7.49 1.91 -0.05 0.057
C -7.14 3.10 0.45 -0.153
C -7.53 4.31 -0.11 -0.070
C -8.31 4.28 -1.25 -0.079
C -8.68 3.06 -1.79 -0.074
C -8.24 1.91 -1.15 -0.153
H -6.53 3.07 1.35 0.097
H -7.22 5.24 0.34 0.102
H -8.63 5.21 -1.72 0.106
H -9.28 2.99 -2.68 0.101
H -8.51 0.93 -1.53 0.103
N 2.05 1.93 -2.35 0.058
C 1.51 2.38 -3.48 -0.160
C 0.98 3.66 -3.62 -0.059
C 1.01 4.51 -2.53 -0.073
C 1.56 4.05 -1.34 -0.080
C 2.06 2.76 -1.30 -0.165
H 1.45 1.70 -4.33 0.065
H 0.55 3.97 -4.56 0.084
H 0.60 5.51 -2.60 0.105
H 1.58 4.67 -0.46 0.093
H 2.50 2.36 -0.39 0.100
N -0.33 5.71 -6.67 0.052
C 0.44 5.00 -7.50 -0.152
C 1.02 5.52 -8.65 -0.072
C 0.78 6.85 -8.96 -0.083
C -0.02 7.60 -8.12 -0.077
C -0.54 6.99 -6.99 -0.157
H 0.60 3.96 -7.22 0.102
H 1.63 4.89 -9.28 0.101
H 1.20 7.29 -9.86 0.104
H -0.23 8.64 -8.33 0.099
H -1.17 7.55 -6.30 0.101
N -2.27 -2.24 4.88 0.054
C -2.25 -1.14 4.12 -0.154
C -1.37 -0.09 4.31 -0.072
C -0.45 -0.18 5.35 -0.073
C -0.45 -1.31 6.15 -0.083
C -1.37 -2.30 5.87 -0.165
H -2.99 -1.11 3.33 0.085
H -1.41 0.78 3.67 0.078
H 0.26 0.63 5.53 0.105
H 0.25 -1.42 6.96 0.079
H -1.41 -3.21 6.47 0.099
N 0.96 3.58 2.24 0.055
C -0.10 2.95 1.73 -0.164
C -1.41 3.29 2.02 -0.073
C -1.64 4.34 2.90 -0.074
C -0.55 5.00 3.44 -0.077
C 0.73 4.59 3.08 -0.160
H 0.13 2.14 1.05 0.091
H -2.23 2.74 1.57 0.074
H -2.65 4.63 3.15 0.104
H -0.68 5.83 4.13 0.098
H 1.60 5.09 3.48 0.100
N 2.52 -2.61 7.53 0.052
C 2.42 -3.50 6.54 -0.149
C 3.47 -3.86 5.71 -0.078
C 4.70 -3.25 5.92 -0.098
C 4.83 -2.32 6.94 -0.075
C 3.71 -2.04 7.71 -0.151
H 1.44 -3.95 6.41 0.101
H 3.33 -4.59 4.93 0.107
H 5.55 -3.50 5.30 0.109
H 5.77 -1.83 7.14 0.102
H 3.77 -1.32 8.53 0.103
N 6.60 -7.39 5.87 0.055
C 6.20 -6.36 6.62 -0.154
C 6.93 -5.86 7.69 -0.071
C 8.14 -6.46 8.00 -0.082
C 8.57 -7.54 7.24 -0.077
C 7.77 -7.96 6.19 -0.157
H 5.25 -5.92 6.34 0.082
H 6.55 -5.02 8.25 0.099
H 8.74 -6.10 8.83 0.104
H 9.50 -8.04 7.45 0.100
H 8.07 -8.79 5.56 0.102
```

The calculation puts the total energy at -3627.06731 a.u. As for the HOMO energy: -0.3345 Ha. The max |F| is 2.23 eV/Å. Its gap between HOMO and LUMO is 9.28 eV.